No. 1
The following is a quantum chemistry calculation of the molecule C3H4F3NO2S at a distorted geometry, from OMol25.

For the HOMO energy, the calculation gives -0.3763 hartree. The total energy is -1019.66290 Eh. For the HOMO-LUMO gap, the calculation gives 10.4507 eV.

```
14
Properties=species:S:1:pos:R:3:forces:R:3:mulliken_charge:R:1
C -0.43050 0.39852 -0.24737 -0.1806 0.8033 0.3229 -0.0657
C 0.16546 0.05538 -1.56545 0.9394 1.6146 1.3163 -0.4978
C -1.81204 -0.25409 1.51052 -1.9645 -0.4776 -1.0358 0.9183
N -1.30941 -0.37230 0.20891 0.0680 0.0019 -0.4690 -0.4828
O 2.24270 0.15981 0.96493 -0.3982 0.7630 1.4814 -0.4473
O 1.57844 0.27931 -1.51203 0.3260 0.5369 -0.0938 -0.3379
F -3.19535 -0.10390 1.44787 1.5261 0.3020 0.2420 -0.2726
F -1.31183 0.71803 2.26209 -0.0779 -0.1276 0.2840 -0.2392
F -1.60747 -1.45385 2.03872 0.2346 0.0261 1.2408 -0.2508
S 2.40526 -0.51668 -0.28249 1.9934 0.4834 -3.0024 0.3872
H -0.05399 1.32719 0.23949 -0.2404 -0.7066 -0.0797 0.4222
H 3.67415 0.09212 -0.90040 -1.9368 -1.1084 0.8371 0.1516
H 0.00152 -0.90965 -1.82461 -0.6567 -3.3151 -0.3087 0.3768
H -0.34694 0.58010 -2.34017 0.3676 1.2042 -0.7353 0.3381
```
Positions in Å, forces in eV/Å.

No. 2
The following is a quantum chemistry calculation of a cluster of 3 separate species, C3H4FIO in total at a distorted geometry, from OMol25.

For the HOMO energy, the calculation gives -0.3646 hartree. The total energy is -589.43945 Eh. For the HOMO-LUMO gap, the calculation gives 10.5288 eV.

```
10
Properties=species:S:1:pos:R:3:forces:R:3:mulliken_charge:R:1
C 1.42116 1.98728 -0.46746 1.1565 0.2543 0.1166 0.1671
C -0.95345 0.16125 1.46581 1.8414 0.4473 -1.0643 -0.5438
C -0.08252 -0.82978 1.29397 -1.3881 -0.5482 0.0754 0.0844
O 2.52961 2.20764 -0.38877 -0.9708 -0.2175 -0.0876 -0.2129
F 1.14908 -0.44737 0.93639 0.9370 -0.0997 -0.3236 -0.1973
I -1.35852 2.97224 -2.53691 -0.9381 -0.3826 -0.3273 -0.0511
H -0.01086 3.64717 -2.13264 0.8065 0.4400 0.2290 0.0716
H -1.95518 0.36413 1.73302 -0.8935 -1.0482 0.3406 0.2986
H -0.46439 1.06160 1.09193 -0.1401 0.2386 0.5122 0.0884
H -0.11905 -1.93790 1.26491 -0.4108 0.9159 0.5290 0.2950
```
Positions in Å, forces in eV/Å.

No. 3
The following is a quantum chemistry calculation of a structure of composition C3H4FMgO2 at a distorted geometry, from OMol25.

The total charge is +2. For the HOMO energy (spin up / spin down), the calculation gives -0.6817 / -0.6682 hartree. The total energy is -566.26044 Eh. For the HOMO-LUMO gap (spin up / spin down), the calculation gives 6.2920 / 5.9466 eV. As for the spin multiplicity: 2.

```
11
Properties=species:S:1:pos:R:3:forces:R:3:mulliken_charge:R:1
O 0.98614 -0.66229 0.57434 1.8490 0.4152 -1.9872 -0.2570
Mg 2.62612 1.37772 -1.06368 -0.1730 -0.4186 0.2714 1.1593
C 1.81270 0.28806 0.68142 -1.4032 -0.0634 0.6755 0.7704
C -0.43789 -0.52124 0.67026 -2.3994 0.7488 -1.9730 -0.4565
H -0.67382 0.37604 1.24712 -0.1097 -0.5112 0.3207 0.3564
H -0.82416 -1.47757 1.02426 -0.0691 0.3734 0.0903 0.3677
F 1.63653 0.97357 1.77321 0.4131 0.3532 -0.3648 -0.1411
C -1.16937 -0.15289 -0.97289 0.6707 -0.9402 2.9863 -0.2322
O -0.68181 0.88529 -1.61045 1.1734 0.1868 0.1094 -0.2795
H -2.24164 -0.02186 -0.73161 0.1218 -0.2117 -0.1425 0.3579
H -1.03281 -1.06483 -1.59200 -0.0736 0.0678 0.0139 0.3546
```
Positions in Å, forces in eV/Å.

No. 4
The following is a quantum chemistry calculation of a cluster of 2 separate species, C3H4FN in total at a distorted geometry, from OMol25.

For the HOMO energy (spin up / spin down), the calculation gives -0.2951 / -0.2953 hartree. The total energy is -271.06736 Eh. For the HOMO-LUMO gap (spin up / spin down), the calculation gives 7.3536 / 7.3616 eV.

```
9
Properties=species:S:1:pos:R:3:forces:R:3:mulliken_charge:R:1
C -0.12835 -2.29546 -0.23891 0.6180 0.7296 -0.3926 -0.4174
C -0.58105 1.79209 -0.10096 0.3245 0.2229 -0.0335 -0.2731
C 1.00822 -0.06044 0.03780 -0.4257 -3.8427 0.3504 0.0829
N 0.38093 0.98061 -0.06104 -0.6687 1.5917 -0.1204 -0.0053
F 2.30962 -0.15089 -0.00146 0.2579 0.7531 -0.1308 -0.1795
H 0.11055 -2.69224 0.76209 0.0004 0.2696 0.1619 0.1658
H -1.15444 -1.89388 -0.15607 0.0730 0.2035 0.2286 0.1359
H -1.02771 2.04888 -1.04527 -0.1224 0.0147 -0.2536 0.2458
H -0.91778 2.27132 0.80382 -0.0570 0.0577 0.1901 0.2448
```
Positions in Å, forces in eV/Å.

No. 5
The following is a quantum chemistry calculation of the molecule C3H4FNO at a distorted geometry, from OMol25.

Its SMILES is O=CN/C=C\F. For the HOMO energy, the calculation gives -0.3358 hartree. The total energy is -346.55385 Eh. For the HOMO-LUMO gap, the calculation gives 10.0073 eV.

```
10
Properties=species:S:1:pos:R:3:forces:R:3:mulliken_charge:R:1
C -1.82293 0.09484 -0.05445 -0.3679 -0.0742 0.1716 -0.1365
C -0.55947 0.48661 -0.01641 0.6263 0.6393 0.4194 -0.1393
C 1.85632 -0.03424 0.01978 0.4471 -1.4162 0.5165 0.1569
H -2.70137 0.73542 -0.15021 0.4211 -0.2760 0.1926 0.3299
H -0.28711 1.54441 0.11105 -0.3908 -0.5052 -0.4624 0.2171
H 0.31953 -1.36950 -0.11696 0.1899 -0.0718 0.0639 0.2607
H 2.04378 1.04730 0.17532 -0.1037 -0.2421 -0.2491 0.2379
N 0.52497 -0.39065 0.02146 0.0088 0.2010 -0.1827 -0.1290
O 2.74259 -0.87835 -0.03529 -0.9370 1.3064 -0.1078 -0.5505
F -2.11631 -1.23584 0.04572 0.1062 0.4388 -0.3619 -0.2472
```
Positions in Å, forces in eV/Å.

No. 6
The following is a quantum chemistry calculation of a structure of composition C3H4FNO at a distorted geometry, from OMol25.

For the HOMO energy, the calculation gives -0.3791 hartree. The total energy is -346.50519 Eh. For the HOMO-LUMO gap, the calculation gives 11.0611 eV.

```
10
Properties=species:S:1:pos:R:3:forces:R:3:mulliken_charge:R:1
C 1.47189 0.04765 -0.33917 0.9372 0.5943 0.8655 0.3798
C 0.51611 -0.96016 -0.14900 -3.9251 -0.0464 -0.9161 -0.5892
C -1.05263 0.16670 0.05346 1.6374 -2.1264 -0.5329 0.0415
N 2.16356 0.96465 -0.36168 0.2061 0.2411 -0.2484 -0.4291
O -0.85628 1.05032 1.11752 -1.7734 -2.5195 -1.3881 -0.4148
F -1.07302 0.83234 -1.16307 -0.6455 -0.4264 1.1711 -0.2559
H 0.36025 -1.37802 0.85870 1.0388 -0.2367 -0.6419 0.3087
H 0.51293 -1.68138 -1.07948 -0.5152 1.2906 2.1612 0.2820
H -1.93202 -0.61021 0.19073 1.6522 2.1724 -0.1844 0.3055
H -0.11079 1.56812 0.87200 1.3875 1.0570 -0.2859 0.3715
```
Positions in Å, forces in eV/Å.

No. 7
The following is a quantum chemistry calculation of the molecule C3H4FNO at a distorted geometry, from OMol25.

Its SMILES is FN1CC=CO1. For the HOMO energy, the calculation gives -0.3382 hartree. The total energy is -346.39992 Eh. For the HOMO-LUMO gap, the calculation gives 10.1793 eV.

```
10
Properties=species:S:1:pos:R:3:forces:R:3:mulliken_charge:R:1
C 0.62523 -0.17291 -0.78796 -2.3344 -3.0682 2.9481 -0.5674
C 0.37528 -1.26161 -0.06690 0.7560 -0.7377 0.4565 -0.1817
C -0.25164 0.84522 -0.31037 -4.6124 -0.1436 -1.5008 -0.2788
N -1.04204 0.32058 0.84503 0.7244 -2.0096 0.2364 0.1149
O -0.55275 -1.12004 0.94416 -0.4507 1.8660 -0.7553 -0.3112
F -0.50378 0.90712 2.03414 0.1246 -0.2927 -0.8492 -0.2079
H 1.24130 -0.04986 -1.54713 2.8333 0.3195 -3.2406 0.4940
H 0.84183 -2.26611 -0.06269 -0.3958 0.8486 -0.1317 0.3872
H 0.31364 1.58201 0.04679 1.8177 3.7537 1.3350 0.3183
H -1.04708 1.21562 -1.09506 1.5373 -0.5360 1.5015 0.2325
```
Positions in Å, forces in eV/Å.

No. 8
The following is a quantum chemistry calculation of the molecule C3H4FNO at a distorted geometry, from OMol25.

Its SMILES is C=C(F)/C=N/O. For the HOMO energy, the calculation gives -0.3409 hartree. The total energy is -346.45697 Eh. For the HOMO-LUMO gap, the calculation gives 9.3338 eV.

```
10
Properties=species:S:1:pos:R:3:forces:R:3:mulliken_charge:R:1
C 0.34628 -0.50458 -0.07423 0.8416 2.9401 0.6809 -0.0832
C -1.04395 -0.09150 -0.06839 -1.7688 0.6310 1.0184 0.4999
C -2.19313 -0.81964 0.11122 0.0661 1.5148 -1.1722 -0.7437
H 3.12719 0.43474 0.24636 -1.4968 -3.1170 -1.1521 0.3915
H 0.58200 -1.53181 -0.22976 0.3411 -0.5872 -0.1684 0.3706
H -2.24539 -1.91990 -0.03079 0.4188 0.9793 0.4326 0.2604
H -3.20500 -0.27187 0.15479 1.8946 -0.8636 -0.0066 0.2484
N 1.28160 0.41313 0.15416 -1.8505 -4.4431 -1.5176 -0.3023
O 2.48006 -0.35311 -0.05328 2.2494 4.5179 1.8060 -0.3939
F -1.08063 1.30179 -0.06723 -0.6955 -1.5722 0.0790 -0.2477
```
Positions in Å, forces in eV/Å.

No. 9
The following is a quantum chemistry calculation of the molecule C3H4FNO at a distorted geometry, from OMol25.

For the HOMO energy (spin up / spin down), the calculation gives -0.3219 / -0.3639 hartree. The total energy is -346.34960 Eh. For the HOMO-LUMO gap (spin up / spin down), the calculation gives 9.6320 / 9.2466 eV. As for the spin multiplicity: 3.

```
10
Properties=species:S:1:pos:R:3:forces:R:3:mulliken_charge:R:1
C -1.59392 -0.05511 -0.50624 -0.5142 0.9247 -0.2127 0.1216
C 0.69958 0.76391 0.22915 2.2020 -2.5106 1.7870 -0.2231
C 0.53754 -0.73862 -0.16488 0.9922 -0.1239 2.0636 -0.4302
N -0.12350 1.58847 -0.40956 -2.5745 1.1414 -1.4259 -0.3664
O -0.83420 -1.07230 -0.12882 -2.3781 0.9008 1.3480 -0.1714
F -2.80027 0.05601 0.17016 2.2664 -1.1246 -0.6693 -0.1695
H 0.39674 0.71450 1.30069 0.4962 0.5445 0.0495 0.2734
H 1.77840 1.06596 0.09756 -0.7507 -0.2952 0.3847 0.3578
H 0.85477 -0.87659 -1.12927 1.0659 -0.4781 -2.4314 0.3458
H 1.08486 -1.44625 0.54123 -0.8051 1.0209 -0.8935 0.2620
```
Positions in Å, forces in eV/Å.

No. 10
The following is a quantum chemistry calculation of a structure of composition C3H4FNOS at a distorted geometry, from OMol25.

For the HOMO energy, the calculation gives -0.3278 hartree. The total energy is -744.60196 Eh. For the HOMO-LUMO gap, the calculation gives 9.1355 eV.

```
11
Properties=species:S:1:pos:R:3:forces:R:3:mulliken_charge:R:1
C 0.91337 -0.46430 -0.65313 -0.9855 -1.7066 1.6808 -0.5472
C 0.81409 -0.00017 0.95064 1.5231 1.4077 -4.1686 0.1778
C -0.59640 0.26520 0.65097 -2.2614 0.6114 3.0749 0.0174
H -2.30466 0.54757 -0.99363 2.6466 -3.8613 -1.5823 0.3825
H 1.25679 -1.50239 -0.94040 -0.4855 1.1879 0.4233 0.2588
H 1.40566 0.31536 -1.23098 -0.3133 -0.0048 -0.0084 0.2498
H 1.03282 -0.74453 1.71208 0.6801 0.7610 0.3141 0.3460
N -0.58767 -0.34334 -0.48416 0.4893 -0.7023 -2.8168 0.2021
O -1.61122 -0.40481 -1.42519 -1.8467 4.2431 2.5679 -0.4676
F 1.43427 1.29207 0.84259 0.1838 -1.4850 1.7909 -0.2893
S -1.75704 1.03933 1.57120 0.3695 -0.4511 -1.2757 -0.3303
```
Positions in Å, forces in eV/Å.